No. 1
DFT (ωB97M-V with the def2-TZVPD basis set) results for 2 unconnected molecules or ions with the total composition C10H18N3O.

Computed properties:
Molar mass   196.27 g/mol
Relative energy (zero: lowest compared OMol25 entry of this formula, charge and spin)   78.46 kcal/mol
HOMO level (alpha / beta)   -4.12 / -8.40 eV
Total charge   0
Energy   -17174.0567 eV
Spin multiplicity   2

Last column: Löwdin spin population.
Geometry (Å):
H: -0.23925 -3.82051 -1.93682  0.0091
H: 0.55927 -1.34093 -0.16740  0.0000
H: -2.90094 -2.89764 -2.40547  0.0054
H: -1.48949 -3.10487 -1.15588  0.0047
C: -0.00292 2.82876 2.03201  0.0000
C: 0.55133 -2.48805 -0.46758  0.0041
H: 1.59521 -1.53603 2.88997  0.0000
O: -0.36636 3.84387 1.24116  0.0002
C: -0.44709 -2.81427 -1.50943  0.0203
C: 2.30279 -0.66490 2.50898  0.0000
N: -2.58969 -2.29492 -3.21479  0.1647
C: 1.14990 2.87154 2.76157  0.0000
H: -1.99683 0.12317 -4.45793  0.0081
H: -0.95178 4.59544 1.32776  0.0000
H: -3.30848 -2.15849 -3.85803  0.0111
H: -0.40140 -0.62463 -4.99714  0.0262
N: -0.36416 -1.78824 -2.53144  0.1579
H: 1.59218 -2.47621 -0.92561  0.0011
H: 2.89814 1.72123 3.46664  0.0000
C: 1.88645 1.68789 3.02861  0.0000
H: 1.72769 3.72068 3.17021  0.0000
H: 3.30245 -0.43792 3.16525  0.0000
C: -0.50616 1.55445 1.49289  0.0005
H: 0.52338 -1.13509 -2.70930  0.0069
C: 1.35595 0.55261 2.53195  0.0000
C: -1.45694 -1.46366 -3.21856  0.4762
H: -0.02828 -0.55146 1.41167  0.0002
C: 0.19700 0.44033 1.79123  0.0002
H: 2.81271 -0.75008 1.51296  0.0000
N: -1.32793 -0.67745 -4.43345  0.1008
H: 0.29979 -3.16260 0.50114  0.0004
H: -1.27289 1.38088 0.78631  0.0018

***

No. 2
DFT (ωB97M-V with the def2-TZVPD basis set) results for a molecular structure, C10H18N3O.

Computed properties:
Molar mass   196.27 g/mol
Relative energy (zero: lowest compared OMol25 entry of this formula, charge and spin)   123.46 kcal/mol
HOMO level   -12.42 eV
Total charge   +1
Energy   -17169.7197 eV

Last column: Löwdin charge in e.
Geometry (Å):
H: 0.05763 -2.19455 -0.22350  0.1075
H: -3.42370 3.21121 1.47003  0.1869
C: 1.06639 1.48393 1.34369  -0.1597
H: 1.24004 -1.24963 0.48680  0.0085
H: -1.66684 -0.77999 -2.33561  0.1068
C: -1.32959 1.22095 -1.51622  -0.2458
H: -1.91513 -1.81593 0.02347  0.1708
C: 2.14490 -2.76795 -1.91512  -0.0617
C: 1.40950 -1.34329 -1.59145  -0.2195
H: 0.57021 2.26648 1.93180  0.1294
H: 2.76537 -2.91213 -2.79621  0.0604
H: 2.79488 -2.89806 -0.92571  0.1041
C: 0.14535 1.01465 0.24318  -0.1380
N: 0.63833 -1.31476 -0.26052  -0.0030
H: 1.40206 -3.53212 -1.85491  0.0368
C: -1.65103 -0.22116 -1.45082  -0.0565
H: -1.57133 0.04677 1.94458  0.1624
H: 1.10825 -0.33118 2.64770  0.0589
C: -1.72137 -0.66765 -0.20033  -0.0778
N: -2.86699 2.30075 1.55715  0.2264
C: -2.35012 1.54561 0.56983  -0.3048
H: 2.52601 -0.12315 1.58585  0.1120
H: 2.02049 -0.50109 -1.61815  0.0680
C: 1.71078 0.40512 2.19701  -0.0997
H: -1.33654 1.78708 -2.51015  0.1934
H: 0.68046 -1.11868 -2.41752  0.0984
H: -2.78722 1.94536 2.50827  0.1328
C: -1.55741 0.39709 0.86491  -0.0658
H: 1.98750 1.92231 0.88731  0.1406
O: -2.27187 1.97417 -0.68243  0.1050
N: -0.02302 1.31104 -0.93262  0.1524
H: 2.20398 0.93878 2.96969  0.0710

***

No. 3
DFT (ωB97M-V with the def2-TZVPD basis set) results for a molecular structure, C10H18N4O5.

Computed properties:
Molar mass   274.28 g/mol
Relative energy (zero: lowest compared OMol25 entry of this formula, charge and spin)   139.65 kcal/mol
HOMO level   -9.33 eV
Total charge   0
Energy   -26856.5555 eV

Last column: Löwdin charge in e.
Geometry (Å):
H: 1.18984 0.74636 2.63715  0.0175
C: 2.84479 0.10549 3.63867  -0.4418
N: 1.29798 -0.02409 -0.49372  0.1005
O: 3.91744 0.47678 4.25804  -0.0338
H: 1.81679 -2.40117 1.27583  0.1249
O: -0.05553 0.91484 1.05296  -0.0026
O: -4.42610 -1.36667 -1.62425  0.0210
C: -0.79076 0.99779 -1.23896  -0.3616
H: -2.44548 1.25998 0.12405  0.1749
H: -2.03637 -0.62257 -0.44760  0.1433
H: 1.34939 1.75091 3.86885  0.1287
H: -2.87810 0.22459 -3.05687  0.0888
H: -6.70730 -0.10613 -1.15215  0.1091
H: 0.99671 -1.07047 1.93588  0.0959
H: 4.09657 -1.42464 2.51493  0.1711
C: 3.67424 -0.79705 -0.50861  -0.5300
C: 0.23342 0.64739 -0.14927  -0.4506
C: -2.25390 0.45913 -0.82082  -0.1127
H: -6.22595 1.40413 -2.23268  0.2272
H: -3.54001 1.77415 -2.45015  0.1739
C: 1.98362 -1.32478 1.55031  -0.1378
H: -1.27220 -0.10508 -2.98300  0.1198
H: 2.86416 0.47085 0.96800  0.1837
N: -0.47499 0.58270 -2.58125  -0.0063
N: 1.67778 0.84554 3.50009  0.1568
H: -0.63354 1.49750 -3.10380  0.1098
H: 1.26350 -0.37870 -1.53529  0.1869
C: 2.94575 -1.17641 2.76619  -0.1141
C: -4.64187 -0.16052 -1.77465  -0.5504
H: 2.79617 -1.97459 3.45927  0.0951
O: 3.55967 -1.65731 -1.46159  0.1476
O: 4.74208 -0.30107 -0.33854  0.1412
C: -3.30063 0.54061 -2.04277  -0.1608
H: 2.65134 -2.05839 -1.29645  0.1503
N: -5.85575 0.48942 -1.40887  0.0616
C: 2.38815 -0.39728 0.34139  -0.1979
H: -0.75092 2.15876 -1.19032  0.1706

***

No. 4
DFT (ωB97M-V with the def2-TZVPD basis set) results for 2 unconnected molecules or ions with the total composition C10H18NO.

Computed properties:
Molar mass   168.26 g/mol
Relative energy (zero: lowest compared OMol25 entry of this formula, charge and spin)   62.18 kcal/mol
HOMO level   -12.34 eV
Total charge   +1
Energy   -14190.3344 eV

Last column: Löwdin charge in e.
Geometry (Å):
H: -1.22133 3.04606 0.74771  0.1299
C: 2.36101 0.04688 -0.15900  -0.2461
H: -0.87977 -0.49408 3.23868  0.1271
C: -1.44186 -0.78738 -1.36408  -0.2200
H: 2.48327 -1.00398 -0.18859  0.0870
H: 4.49308 0.78278 -0.35698  0.0613
H: 0.64051 2.16178 -0.64917  0.0738
H: -2.35174 -0.46321 -0.66132  0.1816
H: -2.91771 -0.28230 -2.86171  0.1043
H: -1.44059 -0.55689 -3.57787  0.0982
C: 1.11034 0.48940 0.64191  -0.2383
H: -0.07608 -2.32603 -1.54557  0.1985
H: 2.15090 0.19653 -1.19098  0.0891
C: -0.86346 2.01475 0.90327  0.0506
H: 4.05721 0.05437 1.13887  0.0984
N: -0.82451 -2.02891 -0.88467  0.2032
C: 3.62718 0.71466 0.30340  -0.1098
H: -0.58874 -0.06860 -1.52983  0.1222
H: -3.17594 1.04239 2.85900  0.1636
C: -0.65055 0.00938 2.30419  -0.0265
C: -2.04405 -0.98223 -2.74887  -0.0857
H: 1.12668 -1.04420 2.27712  0.1319
C: 0.28943 1.56745 0.09419  -0.0030
H: -2.58192 -1.86951 -2.94252  0.0654
O: -2.32223 1.63848 2.74706  -0.0433
H: 3.54089 1.86879 0.65195  0.1336
C: -1.33341 1.07287 1.86093  -0.3218
H: -1.45759 -2.67941 -0.76015  0.0911
C: 0.59601 -0.31012 1.62789  -0.0804
H: -0.30501 -1.80974 0.02515  0.1641

***

No. 5
DFT (ωB97M-V with the def2-TZVPD basis set) results for a gas-phase ion, C10H18O2P (charge +1).

Computed properties:
Molar mass   201.23 g/mol
Relative energy (zero: lowest compared OMol25 entry of this formula, charge and spin)   0.00 kcal/mol
HOMO level (alpha / beta)   -12.61 / -12.61 eV
Total charge   +1
Energy   -24034.5474 eV

Last column: Löwdin charge in e.
Geometry (Å):
C: -2.54712 0.20520 -1.83303  0.0396
H: -1.97371 -0.38128 -2.61236  0.1148
H: 1.70597 2.44525 1.07601  0.0554
H: -0.73554 -1.62348 2.24028  0.1318
H: 0.34216 2.57170 1.84119  0.0992
H: 0.99052 -2.82848 -0.05954  0.1116
H: 3.06331 1.12833 0.04423  0.0600
C: -1.85795 0.10618 -0.47872  -0.2589
C: -0.95288 1.11526 -0.06425  -0.2696
C: -0.89918 -0.71055 1.55131  -0.2450
C: 1.91161 -2.12880 0.12486  -0.1242
C: 2.95405 0.22179 -0.55465  -0.0913
H: -0.22715 3.16801 -0.64179  0.1772
H: 2.29684 -2.28519 1.10842  0.0510
O: -3.00779 -1.69084 0.81604  0.0336
H: -3.64902 -0.12732 -1.92989  0.1400
C: 0.78378 1.97989 1.05835  -0.2716
H: 2.73376 -2.51928 -0.52789  0.0918
P: 0.86464 0.07886 1.35076  1.1522
H: -2.30088 1.13053 -2.39843  0.1022
H: 3.88692 -0.31555 -0.27394  0.1006
H: 1.08455 -0.54108 -1.05910  0.0787
H: -1.31259 -1.72823 -0.26242  0.1224
H: -1.50067 -0.04345 2.20807  0.1119
C: 0.09574 2.11488 -0.29056  -0.1281
C: -1.77337 -1.10718 0.39067  -0.3647
H: 3.02699 0.46672 -1.56128  0.0588
O: -2.11115 1.28032 0.42640  0.2125
H: 0.74525 1.78226 -1.06935  0.1038
C: 1.70281 -0.61782 -0.19738  -0.5298
H: -3.33990 -1.14668 1.57800  0.1338

***

No. 6
DFT (ωB97M-V with the def2-TZVPD basis set) results for a single C10H18O2S molecule.

Computed properties:
Molar mass   202.32 g/mol
Relative energy (zero: lowest compared OMol25 entry of this formula, charge and spin)   116.62 kcal/mol
HOMO level   -9.43 eV
Total charge   0
SMILES string   CC(C)(C)C1=C(C(C)(C)C)S1(=O)=O
Energy   -25587.3705 eV

Last column: Löwdin charge in e.
Geometry (Å):
H: -3.15406 -0.96457 1.19666  0.0863
H: 2.38026 2.45098 0.30835  0.1337
H: -2.23465 -3.31029 -0.04723  0.1178
C: -0.70707 -1.00479 1.86680  -0.0340
H: 2.04862 0.76463 -2.97008  0.0845
H: -3.02219 -1.28493 -0.44550  0.0423
C: -2.58687 -0.78613 0.31433  0.0054
O: -1.43783 -0.76545 -3.20981  -0.3164
C: -0.41624 -1.21166 -0.69701  -0.1395
H: 2.63190 2.30891 -2.18941  0.0750
C: 2.23474 1.31174 -2.01047  -0.0276
H: -1.47548 -1.37719 2.45785  0.0648
C: -0.11256 2.30647 -1.22833  -0.0370
H: -0.52723 0.08464 1.92627  0.0938
C: 0.34423 -0.02087 -1.19485  -0.1048
S: -0.30456 -1.16336 -2.41630  0.6987
H: -0.24238 2.17494 -2.31601  0.0917
H: 0.17305 -1.51157 2.16015  0.0835
H: 2.16296 0.83528 0.91103  0.0537
H: 2.93444 0.54133 -1.45639  0.1245
H: -1.43277 -3.39093 1.53440  0.0579
H: 0.68593 1.78700 1.01877  0.0752
H: -0.50625 -3.43202 0.15290  0.0851
C: -1.15648 -1.43650 0.50867  -0.5768
O: 0.58788 -2.15811 -2.96798  -0.3305
H: 0.22405 3.33562 -0.96531  0.0999
C: 1.00570 1.25018 -0.97650  -0.5865
H: -1.11664 2.07787 -0.80125  0.0881
H: -2.44126 0.25054 0.04034  0.0834
C: 1.59060 1.56878 0.42012  -0.0573
C: -1.36976 -2.95673 0.59503  -0.0348

***

No. 7
DFT (ωB97M-V with the def2-TZVPD basis set) results for 3 unconnected molecules or ions with the total composition C10H18O5.

Computed properties:
Molar mass   218.25 g/mol
Relative energy (zero: lowest compared OMol25 entry of this formula, charge and spin)   81.05 kcal/mol
HOMO level   -8.46 eV
Total charge   0
SMILES string   C[C@H]1COC(=O)O1.CC(C)=O.CC(C)=O
Energy   -20895.0767 eV

Last column: Löwdin charge in e.
Geometry (Å):
H: -1.87643 0.59380 2.08243  0.1516
H: 4.12509 -0.25344 3.45532  0.0744
O: -1.58402 -1.18840 -1.73490  0.0361
H: 2.37855 0.13233 4.75703  0.0876
H: -1.82941 1.96131 -5.32965  0.0850
C: -2.24538 1.05858 -4.88225  -0.0245
C: -1.38012 -0.49456 -0.70907  -0.4728
H: 0.21017 -0.52197 3.04112  0.0071
H: 3.52095 -1.18298 2.05767  0.0905
H: -2.27729 1.16152 -3.79760  0.0627
C: -0.89244 -0.99192 -3.97136  -0.0294
H: 0.78332 0.75023 0.90903  0.0296
H: -0.25644 -1.95844 2.23095  0.1007
H: 0.89867 -0.10725 3.85362  0.0335
H: 0.03971 -1.52764 -4.15076  0.0863
H: 4.19818 0.37433 1.80397  0.0863
C: -0.27899 0.84777 0.68515  -0.1052
H: 1.46160 1.66448 4.24599  0.1101
H: -0.92117 -0.42999 -3.03781  0.0255
H: -3.25650 0.78267 -5.18163  0.0862
C: 2.28941 0.61387 2.67178  -0.3973
H: -1.43513 -1.43089 3.22901  0.1005
C: -1.12846 0.00586 1.55050  -0.2795
C: 3.58925 -0.19273 2.50807  0.0026
H: -0.61779 1.86031 0.90442  0.1493
O: -1.79182 -0.74261 0.54240  0.0876
C: -0.65515 -1.01108 2.59379  0.0085
O: -0.92507 -0.32906 -6.36161  0.0001
C: 1.68837 0.61392 4.06433  0.0083
H: -1.74950 -1.65969 -3.88388  0.0866
O: 1.76303 1.17945 1.70721  0.0219
C: -1.31290 -0.09866 -5.19185  -0.4238
O: -0.53231 0.52088 -0.66143  0.1142